A 14-piece molecular cluster, C19H46F5N13O29 overall at a distorted geometry. Source: OMol25; level of theory: ωB97M-V/def2-TZVPD.

```
112
Properties=species:S:1:pos:R:3:forces:R:3:lowdin_charge:R:1
O -2.158434 -4.804175 1.726960 1.46 0.24 -0.10 0.105
C -0.947725 -4.857938 1.620176 -0.89 -0.07 0.20 -0.583
O -0.358603 -5.080072 0.430211 -0.33 -0.36 0.24 0.128
O -0.045350 -4.747085 2.619131 -0.38 0.34 -0.72 0.022
C -0.048592 -3.474758 3.347450 0.37 -0.47 0.57 -0.116
C 1.280209 -2.747165 3.146074 -0.35 0.25 0.03 -0.122
C 1.144174 -1.374955 2.493198 0.10 -0.07 -0.15 -0.067
C 0.872179 -1.410659 1.000170 0.11 0.47 -0.25 -0.392
F 1.701271 -0.522017 0.349528 -0.22 -0.37 0.08 0.094
F 1.114433 -2.632991 0.442267 -0.09 0.23 0.16 0.111
C -0.557089 -0.988398 0.572274 -0.26 0.17 -0.28 -0.510
F -1.494491 -1.530372 1.372915 0.29 0.19 -0.39 0.151
F -0.683144 0.350439 0.617424 -0.03 -0.69 0.05 0.167
F -0.819001 -1.391606 -0.693971 0.05 0.24 0.51 0.138
H 0.595122 -5.162651 0.561916 0.06 0.17 0.07 0.129
H -0.152187 -3.723499 4.395628 -0.10 -0.22 0.02 0.108
H -0.912613 -2.879306 3.080476 -0.13 -0.09 -0.21 0.105
H 1.745319 -2.596646 4.114878 0.01 0.10 0.07 0.112
H 1.982158 -3.357912 2.585284 -0.03 -0.14 -0.03 0.112
H 0.416905 -0.747953 3.007862 -0.24 -0.09 -0.05 0.130
H 2.086128 -0.856811 2.591072 0.23 0.05 -0.03 0.095
C -0.474831 -4.623145 -2.959376 -0.17 0.00 -0.07 0.054
N 0.831902 -4.960882 -3.583563 0.01 -0.11 0.06 -0.454
O 0.847429 -5.308651 -4.745695 -0.07 0.06 -0.07 0.061
O 1.812870 -4.865442 -2.876091 0.08 0.07 0.06 0.061
H -1.255785 -4.746513 -3.699829 0.05 -0.02 -0.06 0.097
H -0.613883 -5.291377 -2.115035 0.03 0.07 0.07 0.087
H -0.408754 -3.594298 -2.616367 0.03 -0.02 0.09 0.096
C 2.438123 -2.489857 -5.559520 0.09 -0.03 -0.01 0.045
N 2.319285 -1.340060 -6.499839 -0.03 0.00 -0.03 -0.448
O 2.872843 -1.425371 -7.569181 0.12 -0.05 -0.15 0.086
O 1.661765 -0.384548 -6.134200 -0.07 0.00 0.21 0.045
H 3.037363 -3.259023 -6.030067 -0.01 0.01 -0.03 0.100
H 2.906845 -2.122267 -4.651866 -0.05 0.03 0.03 0.101
H 1.434230 -2.846322 -5.358468 -0.04 0.03 0.01 0.081
C -3.332780 -1.298007 6.262289 -0.07 0.15 0.00 0.062
N -2.032898 -1.308080 5.541461 0.15 -0.03 -0.04 -0.433
O -1.828096 -0.448748 4.709600 -0.06 0.08 -0.11 0.067
O -1.243242 -2.184928 5.826607 -0.09 -0.01 0.14 0.060
H -3.917820 -0.464405 5.893764 0.03 0.00 -0.02 0.098
H -3.819373 -2.247189 6.072260 -0.01 -0.15 0.03 0.087
H -3.111773 -1.198203 7.320158 0.02 -0.05 0.02 0.105
C 5.230761 0.302722 4.625982 0.01 -0.21 0.03 0.052
N 3.954814 -0.437011 4.447189 0.05 -0.08 0.05 -0.415
O 3.916073 -1.342288 3.636959 0.34 0.08 -0.05 0.035
O 3.009639 -0.090534 5.123476 -0.07 0.08 0.06 0.079
H 5.968233 -0.120910 3.956320 -0.02 -0.02 -0.02 0.098
H 5.047610 1.343498 4.393081 -0.09 -0.11 0.07 0.063
H 5.526468 0.187270 5.664147 -0.04 0.06 0.03 0.110
C 1.259790 1.415024 -3.253426 0.06 -0.14 -0.01 0.045
N 1.842249 2.734007 -3.616294 0.03 -0.02 0.00 -0.447
O 3.044238 2.863125 -3.558550 0.09 -0.01 0.02 0.075
O 1.063407 3.603698 -3.947723 -0.13 0.10 -0.04 0.051
H 2.070285 0.750873 -2.981490 0.04 0.01 0.00 0.092
H 0.585270 1.576802 -2.419875 -0.08 0.05 0.01 0.096
H 0.723378 1.048010 -4.123156 -0.02 0.03 0.00 0.086
C -0.242231 6.616476 -5.146242 0.14 0.01 0.08 0.046
N -1.670936 7.003635 -5.003479 0.11 0.01 0.02 -0.452
O -2.046499 7.411796 -3.924300 -0.02 0.08 0.05 0.058
O -2.372335 6.885799 -5.984381 -0.11 0.00 -0.13 0.051
H 0.251335 6.767487 -4.194721 -0.05 -0.01 0.04 0.094
H -0.214195 5.571367 -5.437397 0.00 0.01 -0.06 0.090
H 0.186296 7.248302 -5.918959 -0.07 -0.03 -0.08 0.091
C -4.341633 -5.851792 4.293826 0.19 -0.03 -0.06 0.050
N -5.296770 -5.276812 5.277974 0.10 0.03 0.02 -0.449
O -4.843515 -4.835048 6.318025 0.08 0.11 0.03 0.044
O -6.466186 -5.276953 4.978314 -0.17 -0.04 -0.05 0.078
H -3.340815 -5.783228 4.702332 -0.02 0.03 0.04 0.096
H -4.626942 -6.887073 4.129962 -0.07 0.01 -0.04 0.098
H -4.431744 -5.274844 3.376871 -0.06 -0.05 -0.02 0.073
C 6.364434 5.106054 4.177880 0.01 0.09 0.10 0.054
N 6.391828 3.647620 4.468571 0.03 0.02 -0.07 -0.440
O 6.556510 3.292726 5.613246 0.02 -0.01 0.12 0.083
O 6.244143 2.894683 3.524806 0.10 0.23 -0.15 0.043
H 6.507461 5.639614 5.109165 0.00 -0.02 0.02 0.096
H 7.164534 5.307815 3.472786 -0.03 -0.02 -0.06 0.102
H 5.399677 5.328095 3.732722 0.01 -0.02 -0.06 0.103
C -2.850303 10.327737 -7.345215 -0.15 0.09 -0.08 0.050
N -1.425880 10.427064 -7.764630 -0.11 -0.01 0.00 -0.451
O -1.119432 11.292207 -8.553280 0.01 0.08 -0.06 0.073
O -0.655242 9.624128 -7.279136 0.13 -0.10 0.15 0.044
H -3.409104 11.104998 -7.850993 0.04 0.04 -0.01 0.096
H -3.204189 9.337868 -7.617145 0.07 -0.06 0.09 0.098
H -2.881634 10.461249 -6.268581 -0.01 -0.07 0.02 0.087
C -4.306689 -2.824313 -0.004205 0.15 0.14 -0.03 0.045
N -5.332136 -3.008525 1.055879 0.04 0.01 -0.06 -0.441
O -5.789010 -2.023627 1.588210 -0.01 0.09 0.07 0.082
O -5.641392 -4.152878 1.320807 -0.01 -0.18 0.04 0.045
H -4.134437 -1.762772 -0.132992 -0.05 0.03 0.03 0.094
H -3.409800 -3.335286 0.337729 -0.03 -0.10 -0.03 0.068
H -4.692143 -3.277484 -0.912587 0.00 -0.07 0.03 0.101
C -1.185736 12.776216 -4.166819 0.07 0.01 0.09 0.049
N -2.609368 13.180343 -3.995857 0.08 -0.01 0.00 -0.455
O -2.958132 13.585755 -2.911238 -0.02 0.04 0.10 0.076
O -3.325640 13.075384 -4.969509 -0.06 -0.08 -0.13 0.053
H -0.674475 12.925941 -3.224196 -0.02 0.01 0.02 0.093
H -1.177060 11.730818 -4.460874 0.00 0.00 -0.05 0.091
H -0.766079 13.396252 -4.952877 -0.02 -0.04 -0.06 0.102
C 6.704411 -4.284802 2.290260 0.13 0.02 0.01 0.048
N 5.772369 -3.891994 3.382192 0.01 0.10 -0.04 -0.451
O 6.248280 -3.412452 4.388913 0.07 0.04 0.10 0.064
O 4.593016 -4.072009 3.183758 -0.14 -0.18 -0.04 0.056
H 7.715415 -4.062670 2.608314 0.00 0.01 0.03 0.093
H 6.565838 -5.346736 2.114113 -0.05 0.00 -0.04 0.099
H 6.427533 -3.713125 1.409994 -0.05 -0.03 -0.02 0.101
C -4.924233 -7.621703 0.478350 -0.14 0.10 -0.05 0.048
N -4.710107 -8.649303 1.532315 -0.02 0.09 -0.04 -0.459
O -5.681178 -9.227726 1.966304 -0.08 -0.06 0.05 0.070
O -3.566717 -8.829405 1.895974 0.12 -0.01 0.04 0.053
H -5.985173 -7.568973 0.267918 -0.02 -0.02 0.03 0.096
H -4.551374 -6.675728 0.862928 0.06 -0.01 -0.02 0.078
H -4.358916 -7.930611 -0.395432 0.08 0.01 0.03 0.099
```
Forces are in eV/Å.

The gap between HOMO and LUMO is 0.387 Ha. The HOMO energy is -11.0 eV. Its lowest unoccupied orbital energy is -0.44 eV. The net charge is 0.

---

A 5-piece molecular cluster, C19H46NO8S3 overall at a distorted geometry. Source: OMol25; level of theory: ωB97M-V/def2-TZVPD.

```
77
Properties=species:S:1:pos:R:3:forces:R:3:lowdin_charge:R:1
C -0.801354 1.945052 -1.944391 -0.27 -0.04 0.11 -0.014
C -1.211449 0.906569 -1.209080 -0.08 0.22 -0.33 -0.231
C -2.272521 1.038691 -0.174522 -0.71 -0.59 -0.80 -0.244
S -1.659358 1.142170 1.534146 -0.41 -0.01 0.26 0.472
O -2.575526 0.307645 2.273401 0.00 -0.09 0.07 -0.353
O -1.661509 2.544849 1.881281 0.20 0.15 -0.15 -0.378
N -0.235237 0.461283 1.650807 -0.08 0.35 -0.48 -0.351
S 1.156210 0.949567 1.096777 1.05 -0.57 0.51 0.189
O 2.136319 0.730852 2.136498 -0.07 0.12 0.21 -0.409
O 1.517920 0.356336 -0.171801 -0.41 0.06 -0.23 -0.413
S 1.263419 2.997969 0.666038 -0.13 0.23 -0.18 0.562
H 0.225639 2.049448 -2.272821 -0.19 -0.53 -0.87 0.052
H -1.510177 2.733033 -2.185385 0.37 0.59 0.82 0.049
H -0.780342 -0.075379 -1.363426 0.72 0.19 0.82 0.097
H -2.887641 1.923099 -0.335156 0.10 0.17 0.12 0.092
H -2.931998 0.171435 -0.152773 0.03 -0.08 0.09 0.088
H 1.433187 3.405925 1.931434 -0.03 -0.13 0.05 -0.170
C 0.582622 -6.028196 0.884318 0.06 0.05 0.03 -0.080
C 0.209913 -5.110312 -0.270992 -0.01 -0.04 -0.05 -0.304
O -0.053800 -3.781504 0.107587 -0.05 -0.02 0.04 -0.152
C 1.035031 -3.085096 0.712495 0.00 0.18 0.00 -0.255
C 2.232939 -2.936230 -0.204987 0.01 -0.21 -0.10 -0.081
H -0.165825 -5.961706 1.675322 -0.02 -0.02 -0.01 0.081
H 0.640330 -7.062233 0.537213 -0.02 0.00 0.00 0.062
H 1.550417 -5.767406 1.314235 0.01 -0.01 -0.02 0.066
H -0.714597 -5.469354 -0.730336 -0.01 0.04 -0.01 0.110
H 0.985610 -5.146462 -1.047661 0.02 -0.02 0.02 0.096
H 1.309208 -3.563417 1.659371 0.05 -0.03 -0.03 0.110
H 0.649174 -2.097380 0.956382 -0.10 -0.01 -0.01 0.099
H 2.709536 -3.896706 -0.422557 0.05 0.01 0.06 0.059
H 2.974018 -2.279867 0.249486 -0.05 0.05 0.00 0.078
H 1.916316 -2.495945 -1.151174 0.03 0.10 0.04 0.081
C 4.666895 6.766435 3.848515 0.05 -0.06 0.02 -0.085
C 3.418534 5.909240 3.707893 -0.01 0.01 0.05 -0.285
O 3.662349 4.624438 3.176947 -0.05 0.07 -0.11 -0.173
C 4.507012 3.777380 3.933798 0.03 -0.12 0.01 -0.274
C 3.968916 3.451342 5.316378 -0.06 0.10 0.01 -0.077
H 5.211853 6.800044 2.903893 -0.02 0.02 -0.01 0.080
H 4.390110 7.783535 4.131161 -0.01 0.00 -0.01 0.071
H 5.342244 6.381844 4.614481 -0.01 0.01 0.02 0.063
H 2.728251 6.377488 3.005216 0.00 -0.02 -0.01 0.119
H 2.895397 5.840630 4.669583 0.02 0.00 0.01 0.108
H 5.517200 4.201078 4.003328 -0.02 0.03 0.02 0.105
H 4.580473 2.863351 3.345187 -0.05 0.01 -0.02 0.123
H 3.961141 4.324668 5.972233 0.03 -0.01 0.01 0.062
H 4.592714 2.689426 5.785503 -0.01 -0.02 -0.01 0.074
H 2.949411 3.071587 5.242007 0.02 -0.05 -0.01 0.086
C 0.572720 -8.040635 -2.871414 -0.04 -0.10 0.05 -0.078
C -0.522578 -7.502167 -3.774634 0.03 0.08 0.01 -0.275
O -1.267234 -8.509680 -4.441913 0.01 -0.01 -0.01 -0.163
C -1.968135 -9.405662 -3.599426 -0.03 -0.04 0.02 -0.288
C -3.012771 -8.739493 -2.719360 0.05 0.08 0.00 -0.079
H 1.214102 -8.736487 -3.414838 0.01 0.04 -0.03 0.081
H 1.182668 -7.217895 -2.497200 0.00 0.01 -0.01 0.067
H 0.165135 -8.566350 -2.006085 0.01 0.04 0.02 0.064
H -0.083939 -6.901330 -4.571126 -0.01 -0.03 -0.02 0.120
H -1.188459 -6.840638 -3.209964 0.00 -0.01 0.01 0.105
H -1.269176 -9.985137 -2.984513 0.01 0.02 0.01 0.106
H -2.451341 -10.109393 -4.278348 0.01 0.02 -0.02 0.115
H -2.561744 -8.098302 -1.960959 0.00 -0.03 0.02 0.064
H -3.601257 -9.498516 -2.202111 -0.01 0.00 -0.01 0.075
H -3.682847 -8.125340 -3.322404 -0.02 -0.03 0.00 0.082
C -2.056124 6.372981 -2.978951 0.02 0.01 0.06 -0.080
C -3.408692 5.709515 -2.773824 0.04 0.04 -0.01 -0.290
O -3.497511 4.947993 -1.588410 -0.09 -0.10 -0.05 -0.168
C -3.304100 5.650348 -0.372099 0.05 -0.03 0.11 -0.269
C -4.332125 6.742411 -0.126008 -0.01 0.02 -0.12 -0.083
H -1.256253 5.636799 -2.889116 0.00 0.00 -0.02 0.079
H -2.009904 6.825129 -3.971215 0.00 -0.01 -0.01 0.072
H -1.872118 7.160602 -2.246821 -0.01 0.01 -0.01 0.065
H -3.593587 4.997784 -3.579646 0.00 -0.02 0.01 0.116
H -4.211032 6.457539 -2.818482 0.01 0.02 0.02 0.105
H -2.289089 6.058944 -0.320340 0.00 0.01 -0.02 0.112
H -3.373005 4.889969 0.405136 0.03 -0.03 -0.02 0.120
H -4.230556 7.570645 -0.830467 0.02 0.01 0.02 0.062
H -4.207293 7.145426 0.879767 -0.01 -0.02 0.01 0.075
H -5.342731 6.341727 -0.221082 0.00 -0.01 0.04 0.079
```
Forces are in eV/Å.

The gap between HOMO and LUMO is 0.297 Ha. The HOMO energy is -5.7 eV. Its lowest unoccupied orbital energy is 2.39 eV. The net charge is -1.